1.
101
Properties=species:S:1:pos:R:3:lowdin_charge:R:1 method="wB97M-V/def2-TZVPD" homo_ha=-0.1793 max_force_ev_per_a=0.7 charge=-1
Sc -0.393 0.762 -1.149 0.93
C 2.896 -1.268 1.200 -0.06
O 2.084 -2.429 1.413 -0.13
C 1.438 -2.916 0.296 -0.23
C 1.717 -4.216 -0.075 -0.02
C 1.053 -4.828 -1.141 -0.11
C 0.107 -4.096 -1.826 -0.06
C -0.189 -2.775 -1.476 -0.13
C -1.273 -2.120 -2.188 -0.06
N -1.598 -0.900 -2.002 -0.04
N -2.749 -0.471 -2.664 0.10
C -3.026 0.736 -2.261 -0.47
O -2.324 1.425 -1.427 -0.17
C -4.263 1.359 -2.813 -0.14
C -4.859 2.389 -2.096 -0.03
C -6.020 2.988 -2.564 -0.09
C -6.582 2.569 -3.762 -0.11
C -5.979 1.548 -4.489 -0.10
C -4.826 0.941 -4.015 -0.03
C 0.463 -2.139 -0.386 -0.28
O 0.188 -0.927 -0.017 -0.15
H 3.412 -1.072 2.142 0.08
H 3.638 -1.467 0.420 0.10
H 2.293 -0.408 0.918 0.06
H 2.470 -4.745 0.498 0.11
H 1.278 -5.850 -1.417 0.09
H -0.432 -4.537 -2.658 0.11
H -1.867 -2.705 -2.890 0.13
H -4.387 2.721 -1.180 0.12
H -6.479 3.790 -2.000 0.10
H -7.482 3.042 -4.135 0.09
H -6.407 1.228 -5.431 0.09
H -4.343 0.143 -4.564 0.11
S -2.753 0.192 1.548 0.77
C -1.332 -0.021 2.343 -0.74
N -0.932 -1.157 2.930 -0.10
C 0.256 -1.193 3.767 -0.09
C 0.339 0.102 4.522 -0.10
N 0.400 1.192 3.557 -0.09
C 1.324 2.290 3.842 -0.13
C 2.747 1.942 3.478 -0.20
C 3.610 1.360 4.402 -0.06
C 4.910 1.029 4.045 -0.10
C 5.359 1.282 2.755 -0.10
C 4.502 1.862 1.829 -0.07
C 3.203 2.190 2.185 -0.03
C -0.354 1.165 2.451 -0.65
S -0.280 2.308 1.254 0.84
C -1.522 -2.445 2.587 -0.12
C -2.110 -3.130 3.793 -0.21
C -3.080 -2.474 4.550 -0.03
C -3.634 -3.086 5.663 -0.08
C -3.225 -4.364 6.033 -0.10
C -2.264 -5.022 5.283 -0.09
C -1.707 -4.403 4.168 -0.04
H 1.144 -1.354 3.154 0.12
H 0.155 -2.028 4.461 0.14
H 1.250 0.126 5.118 0.11
H -0.520 0.226 5.190 0.14
H 1.236 2.536 4.903 0.13
H 0.996 3.147 3.260 0.08
H 3.273 1.181 5.418 0.10
H 5.572 0.579 4.774 0.10
H 6.373 1.026 2.474 0.10
H 4.842 2.058 0.820 0.10
H 2.526 2.601 1.448 0.09
H -0.748 -3.062 2.122 0.13
H -2.294 -2.250 1.845 0.09
H -3.399 -1.482 4.248 0.11
H -4.391 -2.571 6.241 0.10
H -3.659 -4.843 6.902 0.10
H -1.941 -6.017 5.565 0.10
H -0.950 -4.913 3.581 0.11
C 3.246 -1.323 -5.310 -0.03
N 2.910 -0.604 -4.094 -0.05
C 3.874 -0.023 -3.327 -0.06
C 3.592 0.608 -2.177 0.02
C 2.205 0.640 -1.770 -0.49
O 1.808 1.145 -0.694 -0.11
N 1.261 0.094 -2.570 0.13
C 1.552 -0.573 -3.717 -0.50
O 0.735 -1.135 -4.427 0.05
H 4.242 -1.020 -5.629 0.08
H 2.521 -1.086 -6.083 0.09
H 3.227 -2.403 -5.151 0.09
H 4.883 -0.100 -3.715 0.12
H 4.349 1.082 -1.573 0.10
F -2.413 3.898 -3.131 0.17
C -1.307 4.476 -2.656 -0.54
F -1.182 5.659 -3.290 0.15
F -1.510 4.740 -1.368 0.17
C -0.052 3.547 -2.835 -0.31
O 0.034 2.660 -1.853 -0.19
C -0.142 2.860 -4.240 -0.53
F 1.063 2.422 -4.643 0.16
F -0.597 3.686 -5.199 0.16
F -0.950 1.803 -4.190 0.18
C 1.236 4.438 -2.803 -0.54
F 1.192 5.286 -1.764 0.16
F 2.331 3.694 -2.649 0.17
F 1.413 5.176 -3.912 0.15

---

2.
116
Properties=species:S:1:pos:R:3:lowdin_charge:R:1 method="wB97M-V/def2-TZVPD" homo_ha="-0.1356 / -0.1391" max_force_ev_per_a=5.1 s2=2.022 charge=-2 spin_multiplicity=3
In 18.341 9.864 -10.255 1.12
O 18.474 5.004 -13.132 -0.28
V 17.806 6.013 -12.182 0.89
S 14.772 4.721 -11.682 0.22
O 14.066 5.962 -11.544 -0.17
O 15.157 4.314 -10.332 -0.10
O 14.048 3.661 -12.350 -0.27
O 15.967 5.144 -12.345 -0.37
S 18.171 6.387 -9.449 0.20
O 17.427 5.934 -8.273 -0.31
O 19.188 7.347 -9.183 -0.42
O 18.519 5.340 -10.423 -0.39
O 17.209 7.077 -10.329 -0.47
S 18.696 8.220 -13.323 0.13
O 18.664 9.640 -13.023 -0.40
O 19.259 7.555 -12.182 -0.38
O 17.351 7.641 -13.246 -0.37
O 19.388 7.965 -14.526 -0.28
C 18.677 10.603 -16.765 -0.07
C 18.019 10.750 -17.915 -0.08
C 17.725 12.020 -18.428 -0.01
C 18.138 13.156 -17.819 -0.18
C 18.795 13.033 -16.593 0.03
C 19.050 11.742 -16.045 0.00
N 17.964 14.445 -18.477 -0.32
O 17.186 14.571 -19.449 0.03
O 18.485 15.447 -17.974 0.05
H 18.923 9.634 -16.356 0.09
H 17.675 9.879 -18.454 0.10
H 17.255 12.170 -19.389 0.11
H 19.222 13.946 -16.205 0.11
H 19.635 11.589 -15.149 0.09
C 23.269 10.851 -15.493 -0.09
C 23.396 12.179 -15.268 -0.07
C 22.531 12.745 -14.241 0.01
C 21.703 11.937 -13.464 -0.15
C 21.637 10.588 -13.740 -0.03
C 22.351 10.026 -14.784 -0.03
N 20.942 12.504 -12.336 -0.34
O 20.258 11.701 -11.708 -0.01
O 20.886 13.678 -12.355 0.10
H 23.909 10.365 -16.214 0.09
H 24.108 12.813 -15.775 0.09
H 22.640 13.797 -14.024 0.10
H 21.011 9.883 -13.215 0.09
H 22.213 8.984 -15.031 0.09
C 22.883 7.730 -17.969 -0.06
C 23.782 6.762 -18.461 -0.08
C 23.464 5.423 -18.264 -0.02
C 22.347 5.066 -17.465 -0.10
C 21.499 6.063 -16.907 0.01
C 21.766 7.404 -17.140 -0.06
N 22.042 3.610 -17.204 -0.30
O 22.409 2.759 -18.054 0.03
O 21.337 3.347 -16.214 0.07
H 22.975 8.720 -18.390 0.10
H 24.568 7.112 -19.113 0.10
H 24.121 4.722 -18.757 0.11
H 20.583 5.937 -16.348 0.12
H 21.039 8.135 -16.818 0.09
C 15.167 4.765 -15.715 -0.08
C 15.784 5.861 -15.206 -0.04
C 16.826 6.382 -15.979 0.02
C 17.180 5.849 -17.215 -0.10
C 16.415 4.738 -17.656 -0.02
C 15.461 4.138 -16.882 -0.08
N 18.228 6.431 -18.095 -0.34
O 18.643 5.753 -19.006 0.06
O 18.591 7.580 -17.950 0.05
H 14.443 4.327 -15.044 0.11
H 15.454 6.283 -14.269 0.10
H 17.353 7.252 -15.617 0.09
H 16.607 4.214 -18.581 0.10
H 14.979 3.207 -17.138 0.11
C 13.677 8.956 -16.328 -0.10
C 14.975 9.390 -16.167 -0.07
C 15.481 9.602 -14.874 0.03
C 14.728 9.177 -13.716 -0.10
C 13.434 8.695 -13.940 -0.01
C 12.918 8.534 -15.237 -0.07
N 15.182 9.387 -12.302 -0.30
O 14.740 8.719 -11.346 0.08
O 16.027 10.252 -12.142 -0.03
H 13.219 8.902 -17.305 0.10
H 15.567 9.686 -17.020 0.09
H 16.496 9.910 -14.670 0.10
H 12.842 8.368 -13.098 0.11
H 11.872 8.295 -15.363 0.10
C 22.713 4.307 -13.611 -0.04
C 22.064 5.343 -12.841 -0.02
C 21.498 4.996 -11.621 -0.01
C 21.419 3.690 -11.171 -0.13
C 21.930 2.676 -11.977 -0.02
C 22.591 2.963 -13.157 -0.08
N 20.975 3.447 -9.808 -0.29
O 20.732 4.387 -9.034 0.07
O 20.876 2.269 -9.438 0.04
H 23.233 4.575 -14.518 0.08
H 22.128 6.355 -13.213 0.09
H 21.048 5.735 -10.974 0.10
H 21.891 1.642 -11.667 0.11
H 23.011 2.096 -13.645 0.10
C 24.481 5.836 -8.056 -0.08
C 23.198 6.252 -7.805 -0.05
C 22.447 7.002 -8.743 -0.01
C 23.037 7.363 -9.883 -0.15
C 24.335 6.895 -10.189 -0.02
C 25.064 6.166 -9.286 -0.08
N 22.282 8.184 -10.891 -0.24
O 21.293 8.898 -10.514 0.00
O 22.781 8.267 -12.021 0.04
H 25.050 5.211 -7.384 0.10
H 22.657 5.980 -6.910 0.11
H 21.462 7.361 -8.483 0.11
H 24.709 7.060 -11.188 0.11
H 26.042 5.794 -9.552 0.10

---

3.
98
Properties=species:S:1:pos:R:3:lowdin_charge:R:1 method="wB97M-V/def2-TZVPD" homo_ha="-0.2810 / -0.2953" max_force_ev_per_a=0.7 e_above_lowest_kcal_mol=1.9 s2=2.019 spin_multiplicity=3
W 1.074 -0.419 2.748 1.49
O 2.711 -4.107 4.117 -0.27
S 1.734 -3.090 4.346 0.55
O 1.948 -2.130 5.379 -0.29
O 1.490 -2.361 2.980 -0.49
C 0.192 -3.902 4.685 -0.22
C 0.303 -5.256 4.972 -0.05
C -0.783 -5.975 5.442 -0.06
C -1.990 -5.334 5.650 -0.06
C -2.116 -3.989 5.345 -0.05
C -1.040 -3.260 4.851 -0.21
S -1.510 -1.665 4.208 0.51
O -2.587 -1.178 5.015 -0.28
O -0.300 -0.756 4.332 -0.51
O -1.773 -1.910 2.809 -0.29
H 1.266 -5.729 4.843 0.11
H -0.676 -7.030 5.658 0.11
H -2.842 -5.877 6.037 0.11
H -3.061 -3.480 5.475 0.12
C -7.458 5.130 -6.647 -0.08
O -6.873 3.840 -6.673 -0.07
C -6.078 3.490 -5.635 -0.28
C -5.806 4.308 -4.545 -0.02
C -4.974 3.844 -3.534 -0.03
C -4.408 2.579 -3.588 -0.16
C -4.690 1.767 -4.692 -0.01
C -5.511 2.214 -5.700 0.01
C -3.529 2.066 -2.536 -0.25
N -2.957 0.883 -2.540 0.20
C -2.229 0.828 -1.383 -0.15
C -2.365 1.990 -0.662 -0.12
N -3.204 2.775 -1.411 0.18
C -1.722 2.222 0.590 -0.05
C -1.840 3.374 1.374 0.03
C -1.157 3.449 2.562 -0.01
C -0.345 2.389 2.947 -0.09
N -0.210 1.293 2.211 -0.01
C -0.905 1.185 1.059 -0.13
C -0.772 -0.046 0.330 -0.14
N 0.007 -0.992 0.886 -0.01
C 0.176 -2.145 0.261 -0.08
C -0.422 -2.417 -0.968 -0.03
C -1.224 -1.467 -1.551 0.03
C -1.417 -0.248 -0.893 -0.05
H -8.043 5.213 -7.558 0.09
H -6.694 5.911 -6.634 0.10
H -8.116 5.251 -5.783 0.10
H -6.229 5.298 -4.469 0.10
H -4.780 4.506 -2.698 0.10
H -4.246 0.782 -4.738 0.12
H -5.734 1.594 -6.558 0.12
H -3.509 3.707 -1.197 0.15
H -2.464 4.198 1.051 0.12
H -1.227 4.318 3.199 0.12
H 0.236 2.429 3.855 0.08
H 0.811 -2.867 0.757 0.12
H -0.236 -3.366 -1.447 0.12
H -1.701 -1.631 -2.508 0.13
C 6.207 -2.245 -7.325 -0.05
C 5.131 -1.940 -6.319 -0.26
C 4.425 -0.739 -6.375 -0.03
C 3.455 -0.438 -5.436 -0.04
C 3.184 -1.354 -4.429 -0.29
C 3.863 -2.559 -4.355 -0.05
C 4.835 -2.844 -5.303 -0.03
S 1.960 -0.964 -3.222 0.64
O 1.683 -2.174 -2.493 -0.30
O 0.882 -0.242 -3.832 -0.28
N 2.752 0.128 -2.282 -0.11
C 3.769 -0.396 -1.358 -0.20
C 4.029 0.644 -0.265 -0.08
C 2.740 0.787 0.508 -0.62
O 1.892 1.610 0.192 0.05
O 2.568 -0.141 1.409 -0.28
H 6.020 -1.737 -8.270 0.08
H 6.276 -3.315 -7.517 0.08
H 7.179 -1.913 -6.956 0.09
H 4.638 -0.033 -7.169 0.12
H 2.901 0.491 -5.479 0.12
H 3.620 -3.262 -3.570 0.11
H 5.367 -3.787 -5.255 0.12
H 2.074 0.748 -1.842 0.10
H 4.680 -0.604 -1.920 0.12
H 3.432 -1.325 -0.892 0.12
H 4.286 1.604 -0.711 0.13
H 4.833 0.307 0.384 0.13
Se 2.682 0.841 4.151 0.81
C 2.071 1.105 5.952 -0.59
C 0.740 1.256 6.311 -0.13
C 0.405 1.457 7.646 -0.07
C 1.393 1.508 8.618 -0.09
C 2.724 1.355 8.253 -0.09
C 3.064 1.157 6.923 -0.14
H -0.049 1.175 5.580 0.07
H -0.637 1.559 7.919 0.11
H 1.126 1.658 9.656 0.10
H 3.503 1.383 9.004 0.10
H 4.101 1.030 6.640 0.09